1.
C9H28BCrF4N2O2P as an isolated structure at a distorted geometry, computed with ωB97M-V/def2-TZVPD.

## Properties
spin multiplicity: 5
HOMO level (alpha / beta): -15.272 / -15.859 eV
frontier orbital gap (alpha / beta): 9.605 / 10.289 eV
net charge: +2
E: -66111.5391 eV

Last column: natural (NBO) charge in e.
Cartesian coordinates (Å):
Cr: -0.34 -0.24 -0.07  1.347
C: -2.16 0.81 2.66  -0.247
O: -1.97 0.02 1.47  -0.629
C: -2.55 -1.32 1.58  -0.097
C: -2.90 -1.73 0.14  -0.078
O: -1.68 -1.62 -0.64  -0.610
C: -1.81 -2.10 -1.99  -0.268
H: -1.71 0.28 3.49  0.190
H: -3.22 0.97 2.83  0.208
H: -1.54 1.72 2.52  0.221
H: -3.48 -1.22 2.07  0.225
H: -1.84 -1.93 2.17  0.199
H: -3.61 -1.11 -0.33  0.209
H: -3.23 -2.77 0.07  0.224
H: -1.79 -3.18 -2.00  0.216
H: -0.97 -1.76 -2.65  0.212
H: -2.76 -1.78 -2.45  0.216
N: 4.17 -0.79 2.17  -0.674
C: 3.74 -1.78 1.17  -0.249
C: 2.50 -1.36 0.35  -0.250
N: 1.19 -1.65 0.85  -0.895
H: 5.14 -1.00 2.45  0.453
H: 3.60 -0.80 2.98  0.451
H: 4.12 0.19 1.87  0.476
H: 3.51 -2.74 1.68  0.231
H: 4.49 -2.04 0.47  0.250
H: 2.59 -1.82 -0.63  0.228
H: 2.62 -0.29 0.23  0.226
H: 1.12 -1.32 1.84  0.408
H: 0.94 -2.62 0.82  0.393
C: 0.63 1.67 -3.23  -0.944
P: -0.70 1.42 -2.06  0.772
C: -2.19 1.50 -3.17  -0.904
C: -0.96 3.07 -1.31  -0.905
H: 0.28 2.43 -3.92  0.261
H: 0.82 0.78 -3.87  0.255
H: 1.50 1.96 -2.66  0.251
H: -2.34 2.48 -3.55  0.255
H: -3.09 1.19 -2.76  0.238
H: -2.00 0.89 -4.06  0.245
H: -1.10 3.87 -2.05  0.259
H: -0.09 3.32 -0.72  0.246
H: -1.80 2.91 -0.67  0.237
F: 0.83 1.19 0.77  -0.583
B: 1.80 1.58 1.82  1.362
F: 1.42 2.70 2.36  -0.487
F: 3.09 1.58 1.26  -0.550
F: 1.73 0.45 2.71  -0.595



2.
C9H28CrN4O5 as an isolated structure at a distorted geometry, computed with ωB97M-V/def2-TZVPD.

## Properties
spin multiplicity: 4
HOMO level (alpha / beta): -20.604 / -20.656 eV
frontier orbital gap (alpha / beta): 7.923 / 8.073 eV
energy above the lowest of the compared OMol25 structures with the same formula, charge and spin: 123.3 kJ/mol
net charge: +3
E: -54369.8263 eV

Last column: natural (NBO) charge in e.
Cartesian coordinates (Å):
Cr: 0.15 -0.41 -0.65  1.364
C: -2.87 0.86 -0.87  -0.254
O: -1.61 0.44 -1.45  -0.715
H: -3.03 1.88 -1.30  0.232
H: -2.71 0.93 0.19  0.187
H: -3.74 0.21 -1.00  0.228
H: -1.70 0.85 -2.31  0.523
C: -2.24 -1.81 1.08  0.813
O: -1.25 -1.13 0.51  -0.766
N: -2.73 -1.47 2.17  -0.721
N: -2.77 -2.87 0.52  -0.785
H: -2.65 -0.48 2.46  0.436
H: -3.50 -2.02 2.57  0.444
H: -2.24 -3.47 -0.13  0.429
H: -3.77 -2.96 0.81  0.447
C: 1.06 -2.02 -2.31  0.746
O: 1.93 -2.83 -1.76  -0.381
N: -0.09 -1.88 -1.71  -0.783
N: 1.19 -0.74 -2.11  -0.847
H: -0.27 -2.80 -1.25  0.444
H: -0.77 -2.02 -2.52  0.470
H: 2.28 -0.66 -2.11  0.475
H: 1.18 -0.43 -3.20  0.490
C: 1.95 2.08 -1.43  -0.682
C: 0.83 2.36 -0.47  0.079
C: -0.24 3.19 -1.03  -0.606
O: 0.27 1.38 0.12  -0.677
H: 2.84 1.73 -0.92  0.241
H: 2.28 3.04 -1.75  0.293
H: 1.81 1.55 -2.33  0.192
H: 1.23 2.95 0.35  0.203
H: -0.62 2.71 -1.82  0.176
H: 0.20 4.01 -1.50  0.255
H: -1.01 3.42 -0.30  0.224
H: 0.02 1.69 1.05  0.559
C: 2.47 0.72 1.99  -0.667
C: 1.88 -0.67 1.76  0.063
C: 0.67 -1.03 2.55  -0.648
O: 1.58 -1.06 0.60  -0.665
H: 2.98 1.21 1.15  0.232
H: 3.23 0.59 2.85  0.289
H: 1.77 1.41 2.43  0.210
H: 2.65 -1.35 1.99  0.196
H: 0.90 -1.05 3.62  0.270
H: 0.29 -2.05 2.45  0.234
H: -0.04 -0.19 2.52  0.189
H: 2.20 -1.81 0.50  0.566



3.
A 5-piece molecular cluster, C9H28O5 overall at a distorted geometry, computed with ωB97M-V/def2-TZVPD.

## Properties
HOMO level: -9.807 eV
frontier orbital gap: 10.555 eV
energy above the lowest of the compared OMol25 structures with the same formula, charge and spin: 21.7 kJ/mol
SMILES: CC(C)O.CC(C)O.CC(C)O.O.O
E: -20024.3408 eV

Last column: natural (NBO) charge in e.
Cartesian coordinates (Å):
C: -4.66 0.22 -0.13  -0.621
C: -3.35 0.95 -0.52  0.097
C: -3.42 2.39 -0.08  -0.630
O: -2.27 0.28 0.11  -0.782
H: -4.46 -0.87 -0.02  0.213
H: -5.37 0.24 -0.92  0.211
H: -5.07 0.62 0.79  0.207
H: -3.24 0.93 -1.56  0.161
H: -4.36 2.78 -0.34  0.208
H: -2.62 3.02 -0.47  0.217
H: -3.41 2.50 1.01  0.208
H: -1.43 0.80 0.08  0.516
C: -2.00 -3.30 1.11  -0.619
C: -0.92 -2.29 1.02  0.084
C: 0.42 -2.94 1.03  -0.612
O: -1.03 -1.78 -0.31  -0.793
H: -2.12 -3.77 2.12  0.202
H: -1.86 -4.08 0.32  0.214
H: -2.86 -2.68 0.89  0.208
H: -0.97 -1.47 1.78  0.170
H: 0.46 -3.77 0.32  0.208
H: 0.70 -3.25 1.98  0.204
H: 1.18 -2.18 0.67  0.208
H: -1.78 -1.17 -0.36  0.505
C: 4.46 2.37 -1.06  -0.632
C: 4.60 1.04 -0.41  0.094
C: 3.77 0.94 0.87  -0.621
O: 4.23 0.00 -1.35  -0.728
H: 3.39 2.62 -0.97  0.216
H: 4.80 2.41 -2.11  0.208
H: 5.07 3.10 -0.49  0.213
H: 5.66 0.88 -0.14  0.153
H: 3.86 -0.10 1.32  0.222
H: 2.69 1.05 0.66  0.200
H: 4.06 1.67 1.59  0.215
H: 4.61 0.25 -2.18  0.461
O: 0.67 -0.16 -1.71  -1.004
H: 1.33 -0.57 -2.32  0.483
H: 0.17 -0.90 -1.31  0.510
O: 0.07 1.63 0.27  -0.961
H: 0.69 1.14 -0.33  0.518
H: 0.33 1.45 1.15  0.473



4.
A 7-piece molecular cluster, C9H29INO6 overall at a distorted geometry, computed with ωB97M-V/def2-TZVPD.

## Properties
HOMO level: -5.489 eV
frontier orbital gap: 8.124 eV
energy above the lowest of the compared OMol25 structures with the same formula, charge and spin: 89.1 kJ/mol
net charge: -1
E: -31681.7280 eV

Last column: natural (NBO) charge in e.
Cartesian coordinates (Å):
I: 0.94 0.63 -2.98  -0.919
O: -0.89 -0.43 -5.89  -0.981
H: -1.66 0.14 -5.78  0.470
H: -0.22 -0.04 -5.28  0.495
O: 1.24 -2.57 -4.89  -0.964
H: 1.32 -2.11 -4.04  0.483
H: 0.31 -2.47 -5.12  0.476
O: 3.26 1.49 -5.60  -0.964
H: 2.81 2.27 -5.93  0.457
H: 2.73 1.22 -4.82  0.490
O: -2.60 0.13 -2.99  -0.974
H: -2.79 -0.81 -2.99  0.459
H: -1.64 0.19 -2.79  0.495
O: 2.90 3.85 -2.56  -0.957
H: 2.36 3.98 -1.77  0.464
H: 2.39 3.21 -3.08  0.487
C: -0.08 2.40 1.96  -0.599
C: -0.06 0.96 2.52  0.116
C: -1.40 0.79 3.29  -0.408
C: -1.66 -0.63 3.75  -0.408
C: -1.69 -1.47 2.47  -0.397
C: -0.44 -1.41 1.56  0.118
N: -0.03 0.01 1.43  -0.203
O: 1.17 0.16 0.70  -0.607
C: 0.61 -2.36 2.16  -0.632
C: -0.79 -1.87 0.16  -0.628
C: 1.08 0.78 3.54  -0.642
H: -1.06 2.72 1.61  0.208
H: 0.69 2.48 1.21  0.239
H: 0.11 3.05 2.82  0.190
H: -1.67 1.63 3.93  0.214
H: -2.21 0.97 2.57  0.205
H: -2.62 -0.73 4.27  0.206
H: -0.93 -1.10 4.42  0.196
H: -2.54 -1.12 1.86  0.202
H: -2.00 -2.49 2.70  0.204
H: 0.14 -3.32 2.35  0.199
H: 1.45 -2.50 1.48  0.223
H: 0.95 -1.95 3.11  0.199
H: 0.11 -2.01 -0.46  0.222
H: -1.27 -2.85 0.16  0.204
H: -1.37 -1.12 -0.37  0.231
H: 0.76 0.95 4.57  0.198
H: 1.84 1.55 3.39  0.214
H: 1.55 -0.20 3.55  0.214
H: 0.89 0.04 -0.22  0.500



5.
A 6-piece molecular cluster, C9H29N2O10 overall at a distorted geometry, computed with ωB97M-V/def2-TZVPD.

## Properties
HOMO level: -3.761 eV
frontier orbital gap: 6.141 eV
energy above the lowest of the compared OMol25 structures with the same formula, charge and spin: 270.4 kJ/mol
net charge: -1
E: -33255.6276 eV

Last column: natural (NBO) charge in e.
Cartesian coordinates (Å):
O: 0.59 -0.47 0.92  -1.374
H: 0.17 -1.36 0.87  0.391
C: 2.52 -3.00 5.07  -0.092
C: 3.16 -3.74 3.89  -0.100
O: 2.27 -3.82 2.75  -0.726
O: 2.24 -1.63 4.80  -0.745
H: 3.04 -3.28 5.98  0.175
H: 1.53 -3.41 5.26  0.166
H: 3.49 -4.73 4.20  0.168
H: 4.04 -3.28 3.47  0.172
H: 2.18 -2.90 2.48  0.479
H: 1.76 -1.45 3.99  0.498
C: -3.59 3.98 -0.01  -0.089
C: -3.86 2.86 0.99  -0.096
O: -2.78 2.68 1.92  -0.731
O: -3.18 5.20 0.59  -0.726
H: -4.46 4.15 -0.64  0.178
H: -2.74 3.57 -0.55  0.153
H: -4.16 1.94 0.50  0.175
H: -4.65 3.20 1.65  0.167
H: -2.11 2.15 1.49  0.488
H: -2.60 4.96 1.32  0.479
C: 3.68 4.50 0.37  -0.072
C: 2.64 4.53 -0.82  -0.083
O: 2.11 5.82 -1.17  -0.747
O: 3.80 3.24 0.90  -0.706
H: 3.38 5.09 1.23  0.155
H: 4.67 4.91 0.16  0.169
H: 1.82 3.87 -0.55  0.163
H: 3.09 4.23 -1.77  0.167
H: 1.33 5.79 -1.73  0.474
H: 2.94 2.82 0.87  0.478
C: 0.71 -0.62 -3.95  -0.102
C: 1.79 -1.57 -3.55  -0.108
O: 2.66 -1.00 -2.52  -0.732
O: -0.38 -0.64 -3.04  -0.723
H: 0.41 -0.96 -4.95  0.163
H: 1.02 0.42 -4.06  0.172
H: 2.42 -1.89 -4.38  0.176
H: 1.35 -2.40 -2.99  0.187
H: 2.05 -0.68 -1.84  0.477
H: 0.06 -0.54 -2.19  0.480
C: -4.34 -5.02 -1.82  0.736
O: -4.56 -6.23 -1.67  -0.713
N: -5.06 -4.15 -1.17  -0.826
N: -3.48 -4.56 -2.62  -0.803
H: -5.12 -3.27 -1.67  0.378
H: -5.73 -4.46 -0.49  0.414
H: -3.19 -3.61 -2.41  0.397
H: -2.89 -5.23 -3.09  0.416



Q: Look up the E of the first one.
A: -66111.5391 eV



Q: Which value of E does entry 1 give?
A: -66111.5391 eV



Q: Look up the E of the second one.
A: -54369.8263 eV